No. 1
Computed, not measured: a molecular structure, C43H55CsN4OSi, with ωB97M-V/def2-TZVPD.

The net charge is -2. Its HOMO-LUMO gap is 4.01 eV. The multiplicity is 1. The calculation puts the relative energy (zero: lowest compared OMol25 entry of this formula, charge and spin) at 0.009 eV.

CARTESIAN COORDINATES (ANGSTROEM)
C 1.64596 1.59271 5.02330
C 2.94146 -5.05168 -0.01899
C 1.79621 7.16008 -2.64441
C 3.15287 -3.65603 2.39466
N -2.38347 -1.77536 -0.97300
H -3.93943 -3.94215 3.15854
C -2.49343 2.50193 5.19196
H -0.79942 -4.94957 -1.66431
C 0.48316 -2.81068 3.32606
O -3.52289 -5.76756 2.28424
H 0.20179 -0.94292 6.89435
H 3.88850 -2.44763 5.62239
Si 2.44943 2.53039 -1.69718
H 4.69553 -2.81523 3.49725
C 0.04631 -5.18616 -1.01008
H 0.52191 0.70672 7.43978
C 0.79542 -3.91538 -0.61934
H -1.29077 -4.25836 1.65499
H 0.33970 6.45352 -4.05727
C 2.96821 5.42929 -1.44195
H 3.19940 -4.01508 5.17029
C 0.82571 -0.06382 6.72434
C -4.27274 -1.02011 2.89986
H -2.81196 -0.20115 1.58605
H 2.78777 2.09817 -3.12236
H 0.87760 -3.60929 3.95884
H 1.56477 1.94101 3.99170
H 4.80964 -6.00255 0.52700
H 0.69830 -5.88193 -1.54578
H -0.72151 2.38820 6.37412
C 1.93791 -3.53057 1.63184
H -5.27807 1.45240 2.26458
H 2.33348 -0.94766 3.08605
C -3.16214 1.94610 4.10295
C -4.31629 -5.52877 1.14478
C -1.48265 0.16448 3.88088
C 1.31333 4.83420 -3.04168
C -2.22976 -3.74203 1.87110
H 1.43756 2.44536 5.67512
C 6.86365 2.53263 0.10792
C 2.26459 4.41420 -2.10046
N -1.12296 -0.97183 3.24559
H -4.90160 0.61805 0.75793
H -5.06650 -0.67107 3.56817
H 3.61490 2.41464 1.04149
H 0.73667 4.08190 -3.57350
H -2.46924 -4.77780 3.72039
C 5.75020 2.47902 0.93370
C 3.38961 -1.21313 3.11645
C 6.68392 2.59286 -1.26894
C 3.60744 -2.68405 3.49239
C 4.47438 2.47788 0.38005
H 1.86386 -0.33441 6.94034
Cs 0.19432 -0.27152 0.57556
H -4.72758 -1.61431 2.10006
H -2.88211 3.37693 5.69887
H 1.82247 -2.26654 -1.60454
H -0.32733 -5.70164 -0.12315
H 3.30817 7.53058 -1.16745
H -4.16916 -4.57545 -0.78868
C 0.67841 0.43411 5.28615
C 1.08270 6.17315 -3.31738
C -3.52957 -4.81226 0.06268
C 4.25840 2.54425 -1.00053
C -4.45840 1.12676 1.61780
H -3.59367 -1.65436 3.46851
N 0.83757 -2.83088 1.99216
H -5.19498 -4.92507 1.41530
C 4.02854 -5.30926 0.81461
H 5.27845 2.66017 -2.88197
C 5.40277 2.60366 -1.80567
H 0.97429 -0.38436 4.63471
H 7.86194 2.51907 0.53079
C 1.93442 -4.18290 0.34563
H 7.54753 2.63122 -1.92506
C -3.06896 -4.53200 2.84697
H -4.65363 -6.50131 0.78271
H 5.02144 -4.66333 2.58760
H 1.94290 -3.79364 -2.46430
H -2.70555 -5.44976 -0.27591
H 1.61499 8.20892 -2.85079
H 2.18952 -2.56093 5.16362
C -0.39049 -1.95147 3.90614
C 1.26877 -3.17002 -1.86932
H -1.97761 -2.75789 2.27636
H 3.72300 5.15876 -0.71007
C 3.18431 -2.94583 4.94719
C 4.12131 -4.57095 1.98376
C 2.74026 6.77607 -1.70249
H 5.87290 2.42215 2.00972
H -3.93982 2.01742 1.25724
H 3.83003 -0.98484 2.14307
H 2.88090 -5.54925 -0.98387
N -3.01050 -3.56850 0.62807
H -4.08553 2.40582 3.76766
H 2.67942 1.27787 5.19476
C -2.69255 0.82284 3.45121
H 0.09776 -3.27190 -0.08209
C -0.75049 0.81812 4.93107
C -1.29074 1.92778 5.57024
H 3.86752 -0.56892 3.86155
C -3.50367 0.18050 2.34154
H -0.57689 -2.10196 4.97613
H 0.42184 -2.88172 -2.49847
C -2.64912 -2.60779 -0.21231

=====

No. 2
Computed, not measured: a molecular structure, C43H56AlN5Se, with ωB97M-V/def2-TZVPD.

The net charge is 0. Its HOMO-LUMO gap is 7.39 eV. The multiplicity is 1. The calculation puts the relative energy (zero: lowest compared OMol25 entry of this formula, charge and spin) at 0.000 eV.

CARTESIAN COORDINATES (ANGSTROEM)
C 2.01361 1.96533 2.86647
C -3.29352 -1.97529 2.25580
H 3.24094 -1.90862 4.35916
H 4.64645 -2.61474 1.08762
H 3.59617 -1.22852 1.03773
C 1.43353 -4.32396 0.96310
H -4.90170 -3.09615 -0.59582
C 2.73259 0.34830 -5.12186
C -2.88357 4.11868 1.28025
H -1.74432 -2.65800 -1.01668
C 2.93608 -2.81670 2.41159
H -0.11096 1.54544 5.57856
H 0.31520 -0.77807 4.65804
H -0.49319 2.07433 3.95330
H 1.76553 -2.46786 -1.38119
H 1.89961 -1.20765 3.44229
H -1.34853 -0.21914 4.71166
C -0.99312 -0.10206 -3.44594
C 4.01693 -1.97621 1.70876
Al 0.54064 -0.11078 0.88059
H -4.57065 5.39708 1.61671
H -0.89184 -1.13277 -3.09923
C 2.97700 -1.40844 -6.90624
C 0.10227 1.35516 4.52458
H 4.40592 -3.93544 3.51680
C -2.46425 0.59010 -1.56033
H -5.75280 1.37104 -1.86295
C 2.41887 -0.19554 -2.79873
C -0.37875 -0.05528 4.22863
H -1.11543 7.27208 -0.07326
H -1.29205 0.23536 2.44537
C 2.46581 2.25312 -3.57311
C 0.01056 -2.80140 0.22545
C -3.62490 1.18608 -2.03577
C -3.60454 7.72425 0.75818
H -2.38194 -2.53586 2.03970
H -3.37997 3.22641 1.63856
H -3.84840 -2.54356 3.00318
H 2.81584 1.10464 -5.89577
C -2.55305 -0.32474 -0.50388
C -1.56922 4.02593 0.81562
C -2.91068 6.46532 0.77878
H -5.90589 -0.30911 -0.07703
C 3.57245 -4.13913 2.84288
C 1.77640 -3.07150 1.47643
C -0.93933 5.17388 0.32550
C -1.09211 -2.12243 -0.32988
C 2.57190 -1.55033 -3.12297
H -0.22286 -4.89503 -0.40632
C 2.53229 0.76790 -3.80944
H -0.09610 0.13410 -4.01638
H 3.39086 -2.41386 -6.97694
H -5.14884 -1.56647 1.34769
C -1.06028 2.32166 -2.73977
N -0.51852 -0.33161 2.78729
H 2.57595 2.50690 -2.52204
C 2.81896 -0.98809 -5.47104
C 2.41711 -2.12936 3.67679
C -3.80873 -0.69128 0.02323
Se 2.25957 0.37770 -0.95872
H 2.17745 0.76409 4.65070
H 4.66609 -1.49149 2.44207
H 1.70686 -2.77591 4.19557
C 1.59131 1.61406 4.28540
H 1.28026 2.63025 2.41148
H -3.55757 1.89027 -2.85230
C -4.14296 -1.82038 1.00045
H -0.34004 0.69491 -1.58266
H -0.01943 2.57461 -2.92712
C -1.60162 6.38531 0.30901
H -3.31460 -3.57916 0.00894
H 2.69047 1.14839 1.14150
H 2.96691 2.49943 2.90538
N -4.15815 8.72929 0.74203
C -1.16416 0.86995 -2.27458
N -1.33795 -0.90654 0.01607
H -1.61359 2.49209 -3.66519
H 1.51116 2.65100 -3.92112
H 3.50677 -2.54905 -1.47994
H 0.07240 5.09746 -0.04952
N 2.17858 0.80910 1.95657
H 2.85839 -4.77574 3.36566
N 0.88725 -2.11926 1.05787
H 1.88369 2.46198 4.90728
C 2.58508 -2.60514 -2.06717
H -1.85411 -0.05255 -4.11666
H 2.81957 0.14181 2.37619
H 3.63769 -0.72923 -7.44457
C -4.85827 0.89247 -1.49046
H -0.82735 -1.29067 2.67241
H -4.74435 -3.90126 0.96872
H 3.96493 -4.68786 1.98785
H 2.84852 -2.97733 -4.68465
C -4.28229 -3.17609 0.29698
C -0.31033 1.69874 0.80697
H 1.95499 -5.24563 1.14354
H 3.24830 2.75430 -4.14375
C 0.31282 -4.15111 0.15856
H -3.03943 -1.01211 2.69239
C -4.93682 -0.04375 -0.48122
H 2.51279 -3.60034 -2.50591
C 2.75052 -1.92282 -4.44911
C -0.88209 2.77056 0.81785
H 2.01620 -1.40950 -7.42417
C -3.55118 5.32763 1.26338
H -1.44169 3.00945 -1.98571

=====

No. 3
Computed, not measured: a molecular structure, C43H56BClN3O4P2SSiV, with ωB97M-V/def2-TZVPD.

The net charge is -1. Its HOMO-LUMO gap (alpha / beta) is 6.98 / 6.84 eV. The multiplicity is 4. The calculation puts the relative energy (zero: lowest compared OMol25 entry of this formula, charge and spin) at 0.000 eV.

CARTESIAN COORDINATES (ANGSTROEM)
H 1.03214 -3.19087 -6.62977
H -4.29721 -0.55501 1.16860
H -5.28987 -1.55291 2.26220
C 3.74780 3.85851 -3.55764
H 3.05873 6.23492 1.93302
H -4.05055 -2.30870 1.24559
C 2.61938 -1.50509 -4.16455
C -2.77003 -4.49885 -1.51897
Cl -0.44809 2.09078 -1.60737
C 2.99780 -0.77098 -0.98227
C 0.06149 -2.02542 -5.11223
C 4.23810 3.23341 -2.42281
H -3.83726 -6.23125 -2.24230
C 0.60543 3.27228 1.50147
H -5.01009 1.28390 3.26885
H 3.19613 4.77919 -0.06598
N -1.20798 -1.03811 0.98519
H -7.14830 -3.25320 -0.55370
H 2.85771 -1.84970 -1.07944
H -2.72233 0.53866 2.75199
H -4.63271 -1.20635 -6.38608
H 1.70106 -4.74461 0.23173
H 3.17086 0.54772 3.57738
H 3.61638 -1.30813 -3.78741
C -6.44559 -3.09905 0.26705
H -5.66188 -3.85300 0.19942
C 0.28544 0.86552 2.80698
H -1.83239 4.39213 1.11285
V -0.23924 0.03700 -0.44458
P -0.48261 1.80260 1.42333
H -1.14729 -4.66594 -0.10538
C -4.02432 -1.61831 -5.57822
C -3.02202 1.55489 2.52189
C -6.07393 -2.13235 -4.22584
C -4.71875 -1.42988 -4.23408
N 0.24223 -2.01664 -0.94017
H 5.09503 3.64346 -1.90236
C -2.04810 -5.20840 -0.38395
H 0.83557 -5.27372 -1.50106
H -5.48330 0.52073 -4.72503
H -1.75729 -6.21534 -0.68655
C -6.90052 -0.62874 0.25584
C 1.51436 -0.97164 -3.50978
H 1.16873 1.77499 -4.24274
C -4.31000 1.97200 2.81170
C -4.79942 -1.51523 1.28604
S -2.55524 -0.10265 -1.28969
O -1.36095 -2.01382 1.56478
C 0.53880 4.08927 2.63168
C -2.11273 2.42683 1.92543
H -2.43677 -3.94231 -3.57920
C -5.82719 -1.70790 0.17498
C -4.88403 0.05730 -3.93767
H 4.68518 -0.31423 1.47569
H -3.85745 -2.68001 -5.76874
H 1.62099 2.91248 -0.34370
O -3.88162 -2.06704 -3.27132
H -3.91150 0.54736 -3.89348
H -4.70433 -5.31820 -0.99482
C 1.16687 -2.55968 -5.76012
H -2.70529 -5.27245 0.48627
H -0.63013 -0.83612 -3.45983
O -5.22582 -1.57470 -1.10614
H -6.43740 0.35603 0.17818
C 2.03882 2.17872 -3.74050
H -5.71908 3.58850 2.71508
H -7.44348 -0.69173 1.20122
H -6.53593 -2.02634 -3.24466
O -3.10772 -3.19985 -1.00237
C 1.41156 5.15297 2.78705
C 1.56866 3.53186 0.53767
C -4.70941 3.26405 2.49684
P 1.69509 0.03005 -2.00334
C 0.71324 -3.07184 -0.91801
N 1.48191 0.02716 0.79729
H 4.00719 -0.54196 -1.32809
H -1.00856 -3.77498 -2.54865
C 2.75953 -0.30213 0.42355
H 3.30770 -2.72634 -5.78534
H 0.52510 1.48974 3.66799
C 2.64429 3.32807 -4.21571
C 0.23262 -1.23188 -3.98869
C 2.37204 5.40572 1.81486
H -0.20810 3.89111 3.39248
H 4.22050 4.75906 -3.92990
C 2.83246 0.30589 2.58125
C 2.53227 1.53719 -2.60419
H -3.06007 -1.10819 -5.57201
C 2.44628 -2.29972 -5.28741
B 1.49412 -4.43808 -0.92434
H 1.34687 5.78304 3.66537
Si -3.69139 -1.82565 -1.65552
H -5.38394 0.20860 -2.98062
C -1.88299 -4.38778 -2.75522
H -7.60893 -0.74576 -0.56605
H -5.94250 -3.19509 -4.43838
C 1.53464 0.36749 2.13059
H -6.97451 -3.22505 1.21464
H 2.53747 -4.21884 -1.51575
C 3.63204 2.07658 -1.94590
C -4.06284 -5.22887 -1.87233
H 2.25106 3.81902 -5.09685
C 3.62177 -0.12911 1.48352
C 2.44999 4.59282 0.69583
H -4.12879 5.13644 1.62780
H -0.37966 0.06270 3.13834
H -1.53633 -5.38025 -3.04936
H 4.00704 1.61576 -1.04018
H -6.73441 -1.70226 -4.98204
C -2.52290 3.71837 1.60367
H -4.60372 -4.68226 -2.64668
H -0.93752 -2.24414 -5.46765
C -3.81593 4.13333 1.88879

=====

No. 4
Computed, not measured: a molecular structure, C43H56O3PSc, with ωB97M-V/def2-TZVPD.

The net charge is +2. Its HOMO-LUMO gap is 7.53 eV. The multiplicity is 1. The calculation puts the relative energy (zero: lowest compared OMol25 entry of this formula, charge and spin) at 0.168 eV.

CARTESIAN COORDINATES (ANGSTROEM)
C 1.64939 -1.86816 -4.61485
H -1.31076 -3.61628 -2.86382
H -4.52677 1.35234 3.05516
C 0.07351 -1.35753 2.77519
H -0.57803 -0.31540 -2.54727
C 0.11948 -2.72869 4.80629
H 1.38335 -5.33721 -1.99854
H -4.01040 -1.08352 1.76468
H 2.46257 1.51043 3.79803
H -1.34975 -3.53799 0.79407
C 2.12376 1.80392 2.80065
C 0.07086 -4.27741 -0.66813
H -1.19429 -7.77330 0.39315
H 0.94334 -2.16751 5.25181
H -0.81793 -2.26941 5.12196
O -0.24984 -1.84891 -0.53522
H 3.34583 2.06687 -0.95647
C 1.56775 -3.42397 2.85408
H -4.68130 0.16558 0.73958
H 3.50805 0.28200 2.00495
H -3.27060 -0.72895 0.20037
H -2.74005 2.28861 -0.86763
C -2.37087 1.43702 -1.43693
C -1.43655 0.39767 1.96290
H -1.98470 5.57199 2.94768
H 1.65279 -4.40011 3.33025
C 2.01595 -2.66872 -0.51079
H 3.01045 3.71949 3.06611
H 2.16296 4.84940 -2.92972
H -2.92489 1.71360 1.19184
C -0.66596 2.76148 1.57182
H 2.95400 2.65229 -3.58244
H -0.73773 4.89147 -1.06532
H -2.38459 2.66674 -3.79210
C 0.60863 -5.42486 -1.24908
C -1.57185 4.91690 2.19269
C -2.88759 0.78820 1.76360
C -0.81951 0.56499 -3.14647
C 2.00874 2.25524 -3.20757
H 0.58636 -7.55896 -1.31426
H 0.15254 -3.74132 5.20592
H 0.42555 4.62081 -2.87176
C -3.47848 1.07286 3.15608
C -1.15107 1.79001 -2.28552
H 2.61150 -1.86116 -2.71051
H 1.26954 2.38025 -3.99497
C -3.74591 -0.27995 1.07520
H 1.62164 -3.58631 1.77771
P 0.24230 2.12324 -1.05805
H 0.48021 -2.02810 -6.40474
H 1.73368 3.75218 1.85723
H 4.03696 1.94634 1.75013
H 3.63384 3.70159 -1.51535
C -0.47173 3.21011 0.24875
C 1.65043 3.03182 -1.93482
C 1.05392 -0.38475 2.93410
C -0.85774 4.51809 -0.06047
C -1.15683 -0.93550 2.25743
C -1.37952 -5.65859 0.67331
O 2.88373 -3.48260 -0.52303
H -1.16907 -2.14106 -0.62738
C 0.51973 -2.21632 -5.34022
H -2.15890 -5.74341 1.41915
C -0.54994 -2.83334 -4.70407
C 0.86283 0.96793 2.57824
H -1.70531 0.31628 -3.73537
H -3.42860 0.17709 3.77853
H 2.75383 1.30779 0.77231
H -2.96300 1.87831 3.67483
H 2.00995 -0.67217 3.35542
H 2.49671 -1.41615 -5.11330
H -0.57289 -3.36525 2.87806
H 1.32844 3.68027 3.57021
C -0.37889 1.35630 2.01997
H -1.42236 -3.12830 -5.27145
H 2.43719 -2.83948 3.16117
Sc 0.73958 -0.20545 0.36057
C -1.40186 5.36356 0.89148
C 0.61537 -2.93621 -1.10666
H 2.69319 3.45774 -0.05172
H -3.17438 1.08894 -2.08959
C -0.91798 -4.40095 0.29779
C 2.89237 3.05410 -1.04380
C -0.84009 -6.79520 0.09836
H -0.00448 0.72536 -3.84300
O 2.16014 -1.42672 -0.03413
H 2.15282 1.18714 -3.02135
H -1.80204 3.85565 -2.64262
C 2.02556 3.32510 2.81440
H -0.72138 3.21468 -3.89549
C 3.16541 1.29346 1.79122
C 0.15932 -6.67477 -0.86173
C -1.21178 3.62089 2.52023
H -1.33912 3.27436 3.53813
C 1.34322 4.49189 -2.30375
C 0.25435 -2.77202 3.27518
C -0.48827 -3.09946 -3.34551
H 1.31214 5.13188 -1.42260
C 1.70808 -2.11875 -3.25019
H -1.95192 -1.66488 2.16470
H -2.14464 0.62368 -0.74085
C -1.51703 2.96282 -3.19809
C 0.63678 -2.73184 -2.60934
H -1.69142 6.36820 0.61536

=====

> Number 4 is which compound?

C43H56O3PSc